Record 1
Molecular formula: C37H58AsF6MnN3P3S
Method: DFT, wB97M-V/def2-TZVPD

Calculated values
* energy: -7017.1784 Eh
* E_LUMO (alpha / beta): -0.45 / -0.41 eV
* M: 913.7 g/mol
* <S²>: 6.036
* total charge: 0
* spin multiplicity: 5
* largest force on an atom: 1.8 eV/Å
* frontier orbital gap (alpha / beta): 7.1 / 7.3 eV

```
110
C37H58AsF6MnN3P3S wB97M-V/def2-TZVPD
Mn -0.99912 0.68249 -0.24423
C 2.29510 0.28939 4.56416
C 1.00233 -0.11927 3.85934
C 1.05736 -1.61290 3.54897
P 0.55512 0.94824 2.35847
C 0.61957 2.60378 3.24094
C -0.31695 2.69453 4.44814
C 0.35766 3.73608 2.25418
C 2.12022 1.05238 1.42771
C 3.18477 1.83668 1.66722
C 4.26336 1.77879 0.59306
C 3.65984 0.53645 -1.83123
C 2.59837 -0.24374 -2.11563
C 1.67015 -0.30856 -0.98767
N 0.49560 -0.85092 -0.90092
C 0.06179 -1.80730 -1.83098
C 0.94023 -2.69034 -2.46753
C 0.47806 -3.57620 -3.42373
C -0.86857 -3.60320 -3.75321
C -1.76649 -2.84121 -3.02205
C -1.32326 -1.97891 -2.02752
P -2.37210 -1.15856 -0.77436
C -4.03940 -1.08368 -1.58457
C -3.97207 -0.03545 -2.69284
C -5.11532 -0.78750 -0.53804
C -2.62431 -2.58683 0.41360
C -3.17290 -3.87234 -0.19282
C -1.27923 -2.83778 1.09388
H 2.57155 -0.49088 5.27633
H 2.19215 1.21929 5.12154
H 3.11666 0.39146 3.85430
H 0.15443 0.04298 4.53358
H 1.89813 -1.84290 2.89641
H 0.13926 -1.95383 3.08238
H 1.18670 -2.16998 4.47932
H 1.64349 2.70629 3.60175
H -1.33294 2.37465 4.21453
H -0.35782 3.73422 4.77620
H 0.04122 2.09921 5.28759
H -0.69287 3.77920 1.97315
H 0.95836 3.60797 1.35660
H 0.63423 4.69570 2.69078
H 3.30292 2.51825 2.49600
H 4.59539 2.78767 0.35230
H 4.46579 0.78481 -2.50628
H 2.39679 -0.70113 -3.06964
H 1.98683 -2.67906 -2.19727
H 1.17521 -4.24483 -3.91180
H -1.22609 -4.25086 -4.54277
H -2.82368 -2.93374 -3.23260
H -4.25280 -2.05301 -2.04095
H -3.63238 0.92087 -2.30064
H -4.94409 0.10003 -3.17161
H -3.24676 -0.35209 -3.43960
H -4.77389 -0.02916 0.16969
H -5.36925 -1.68610 0.02397
H -6.02623 -0.43374 -1.02290
H -3.32550 -2.20503 1.16394
H -2.55155 -4.20259 -1.02486
H -4.19906 -3.75929 -0.54441
H -3.16729 -4.65830 0.56488
H -0.59561 -3.35373 0.41737
H -1.39603 -3.44220 1.99399
H -0.82791 -1.88078 1.35678
C 5.43110 -0.35933 1.27265
C 4.32156 -1.28345 1.12613
C 3.07681 -1.05475 0.69939
C 2.44967 0.24288 0.18100
C 3.41304 1.19212 -0.52399
C 5.42942 0.96082 1.06542
H 6.35129 -0.81318 1.62385
H 4.54251 -2.29751 1.44584
H 2.38252 -1.89085 0.70780
H 2.79390 2.04565 -0.82888
H 6.33900 1.51178 1.27635
F 0.16636 1.99339 -0.44237
As 2.01804 4.72528 -0.98475
F 2.90270 6.10827 -1.39043
F 3.15630 4.65664 0.61360
F 0.85596 5.73826 -0.02994
F 3.20194 3.78413 -2.16681
F 0.91728 4.92510 -2.36922
C -4.37305 2.86479 -0.65504
P -2.68064 2.49486 -0.01420
C -1.93794 4.09637 -0.48492
C -3.10363 2.64440 1.77254
H -4.70942 3.79005 -0.18374
H -5.08877 2.07650 -0.43132
H -4.34265 3.02201 -1.73261
H -2.46884 4.91450 0.00363
H -2.04040 4.19126 -1.56732
H -0.88102 4.14330 -0.25196
H -3.31749 3.68046 2.03661
H -2.29197 2.26724 2.38793
H -3.98872 2.03351 1.95785
C 1.87148 1.04166 -5.41569
N 0.53483 0.61459 -5.73909
C 0.19987 0.13980 -7.06972
C -1.31659 -0.09538 -6.98878
N -1.59026 0.07248 -5.56650
C -0.52024 0.60830 -4.90603
S -0.52176 1.16295 -3.34459
H 2.55912 0.19129 -5.43134
H 1.86822 1.49457 -4.42651
H 2.21146 1.78152 -6.14235
H 0.74501 -0.78260 -7.29226
H 0.47180 0.88533 -7.82068
H -1.59404 -1.09901 -7.31276
H -1.87082 0.62901 -7.58997
H -2.51033 0.33959 -5.26584
```


Record 2
Molecular formula: C37H58BFN5O5
Method: DFT, wB97M-V/def2-TZVPD

Calculated values
* energy: -2219.4761 Eh
* E_LUMO: 1.57 eV
* M: 682.7 g/mol
* total charge: -1
* largest force on an atom: 3.6 eV/Å
* frontier orbital gap: 7.2 eV

```
107
C37H58BFN5O5 wB97M-V/def2-TZVPD
C 1.09407 -1.46856 2.24365
C 0.16199 -0.35440 1.73998
C -1.13604 -0.91391 1.19136
O -2.06510 0.05219 0.81418
B -1.68276 0.89908 -0.32868
C -1.11456 0.08917 -1.64941
C -1.90640 -1.10289 -2.00562
O -1.49826 -2.17743 -2.47466
F -3.25119 -0.99735 -1.76920
O -2.94497 1.62480 -0.76522
C -2.76075 2.98600 -0.49426
C -1.69155 2.91669 0.61803
C -1.06690 4.19038 1.10714
C -0.16227 3.89867 2.30579
C -0.93069 3.28907 3.46443
C -0.23862 3.28918 4.81865
C -1.26046 2.90554 5.89900
C -1.82501 1.50260 5.64974
C -3.12990 1.43144 4.88093
C -3.51013 -0.02833 4.58767
C -5.01379 -0.26898 4.50932
O -5.39406 -1.12233 3.45332
C -5.14195 -0.56129 2.16710
O -0.79711 2.03403 0.04648
H 0.75479 -2.44657 1.92120
H 2.08462 -1.33522 1.81712
H 1.21796 -1.42018 3.31866
H 0.69823 0.22795 1.00063
H -0.06656 0.33030 2.55209
H -0.89611 -1.62537 0.39130
H -1.58872 -1.50854 1.98791
H -1.14733 0.78860 -2.47328
H -0.10080 -0.24233 -1.45703
H -3.68290 3.49730 -0.24208
H -2.23728 3.42978 -1.35205
H -2.25878 2.46862 1.43864
H -0.44173 4.63068 0.33450
H -1.82770 4.91124 1.39562
H 0.41532 4.77455 2.59432
H 0.57086 3.16269 1.98150
H -1.09252 2.25294 3.19264
H -1.91885 3.74329 3.51820
H 0.48232 2.47626 4.81091
H 0.24458 4.23597 5.02988
H -2.05673 3.64281 5.86052
H -0.78809 2.92505 6.87497
H -1.98148 1.01962 6.60994
H -1.10710 0.89052 5.10967
H -3.05046 1.91475 3.91738
H -3.95539 1.89250 5.41783
H -3.10162 -0.66647 5.36638
H -3.03475 -0.33702 3.66427
H -5.55187 0.67746 4.41868
H -5.36233 -0.75811 5.41043
H -4.29820 -1.05917 1.70240
H -6.01412 -0.68662 1.53859
H -4.89290 0.49252 2.25018
N 4.12126 -0.04971 -1.21383
C 3.70500 0.84075 -0.25617
C 2.67635 1.57328 -0.78011
C 2.46313 1.10825 -2.10652
C 3.36417 0.10458 -2.34419
H 4.86438 -0.71151 -1.10200
H 4.17336 0.87215 0.71235
H 2.12827 2.35036 -0.27392
H 1.71900 1.46344 -2.80130
H 3.52949 -0.50874 -3.21462
N 4.49107 -3.56576 -4.37354
C 4.24477 -4.28017 -5.51251
C 5.22695 -3.97954 -6.41738
C 6.10088 -3.04407 -5.79956
C 5.62131 -2.81136 -4.53915
H 3.92453 -3.58833 -3.54644
H 3.39471 -4.93614 -5.58155
H 5.30849 -4.38129 -7.41293
H 6.97819 -2.59374 -6.23192
H 5.98398 -2.17424 -3.75083
N -4.89327 -2.31826 -4.14080
C -5.24782 -3.62799 -4.27316
C -5.93666 -3.76403 -5.45139
C -5.99489 -2.47804 -6.05345
C -5.33990 -1.61028 -5.21736
H -4.37961 -1.93197 -3.36460
H -4.98026 -4.35001 -3.52157
H -6.35005 -4.68085 -5.83770
H -6.46168 -2.22012 -6.98951
H -5.15466 -0.55322 -5.29764
N 3.96685 3.49813 -3.75319
C 3.28933 4.67640 -3.63817
C 4.04104 5.65647 -4.23362
C 5.22105 5.03884 -4.72913
C 5.14186 3.70623 -4.41622
H 3.64581 2.60883 -3.39879
H 2.33371 4.71826 -3.14397
H 3.77490 6.69764 -4.30557
H 6.03192 5.51632 -5.25362
H 5.81950 2.89239 -4.60925
N 3.50848 -4.54426 2.20873
C 3.20861 -4.46099 3.53915
C 2.69010 -5.66585 3.92917
C 2.68206 -6.51220 2.78637
C 3.19190 -5.79033 1.74120
H 3.89382 -3.80100 1.65869
H 3.38378 -3.55312 4.08949
H 2.35099 -5.91323 4.92066
H 2.33581 -7.53061 2.73737
H 3.35274 -6.05392 0.71037
```


Record 3
Molecular formula: C37H61N13O3
Method: DFT, wB97M-V/def2-TZVPD

Calculated values
* energy: -2383.8694 Eh
* E_LUMO: 0.36 eV
* M: 736.0 g/mol
* total charge: 0
* largest force on an atom: 7.5 eV/Å
* frontier orbital gap: 11.4 eV

```
114
C37H61N13O3 wB97M-V/def2-TZVPD
C 14.82370 19.59997 12.66480
C 16.23511 19.46000 12.41850
N 17.34242 19.31466 12.26053
H 14.75321 19.72973 13.76862
H 14.26712 18.71349 12.38118
H 14.42887 20.50890 12.16544
C 10.18911 17.41517 9.96748
C 8.74896 17.21755 9.57828
N 7.66248 17.24437 9.22113
H 10.64329 18.11561 9.25352
H 10.69778 16.47183 9.98648
H 10.21330 17.93654 10.93403
C 18.47805 15.01833 14.38895
C 17.06042 14.78868 13.91248
N 16.02349 14.64029 13.55958
H 18.51903 14.62499 15.38902
H 18.64068 16.08145 14.26709
H 19.16787 14.40929 13.73256
C 13.89431 15.19765 6.87518
C 14.14076 16.55912 7.29421
N 14.46779 17.62136 7.57887
H 14.08072 15.15016 5.85197
H 12.84430 14.90933 7.10744
H 14.43411 14.42796 7.44381
C 12.78560 19.79544 9.29980
C 11.92631 20.19929 10.42104
N 11.29342 20.43414 11.35358
H 13.39690 18.97924 9.61213
H 13.42728 20.61414 8.96240
H 12.18035 19.53020 8.42482
C 14.22445 14.78279 16.10301
C 12.75645 14.86058 16.43966
N 11.60449 14.88588 16.50965
H 14.84536 15.37284 16.78400
H 14.33714 15.15728 15.09249
H 14.61217 13.74209 16.08040
C 14.84010 10.25186 14.39985
C 13.74810 10.36035 15.48743
N 12.97096 10.43823 16.33745
H 15.76600 10.01416 14.93936
H 14.95737 11.14920 13.79899
H 14.59362 9.44237 13.75825
C 6.73175 14.07680 10.61529
C 8.18473 13.90036 10.59154
N 9.33495 13.81581 10.68586
H 6.23986 13.23239 11.08267
H 6.27881 14.19455 9.64550
H 6.52190 14.96676 11.22918
C 9.86188 12.05087 15.66898
C 10.44004 12.04009 14.35293
N 10.85393 11.98011 13.28028
H 10.57269 12.24387 16.49423
H 9.36608 11.11596 15.80765
H 9.07972 12.79675 15.74472
C 10.88413 11.51542 6.62128
O 12.25667 11.03626 6.90947
C 12.24127 9.75516 7.26106
O 11.23597 9.12268 7.33461
O 13.42378 9.36267 7.63722
C 13.39797 8.03570 8.23620
H 10.93410 12.59705 6.76636
H 10.19234 11.04109 7.30894
H 10.55943 11.26815 5.58236
H 14.34616 7.81353 8.68893
H 13.17436 7.27851 7.49691
H 12.60834 8.12797 8.98845
C 13.13585 13.22279 9.85100
C 13.28591 13.25766 11.37081
C 12.45313 14.38863 11.94235
C 12.86417 15.70948 11.55373
N 13.14749 16.73071 11.14860
H 13.42213 14.22718 9.48474
H 12.13225 12.99875 9.44355
H 13.78645 12.47491 9.38794
H 14.29244 13.46796 11.62538
H 13.03634 12.28922 11.88314
H 12.41396 14.41333 13.05989
H 11.39923 14.22097 11.65363
C 16.47486 10.33290 10.58878
C 17.47596 11.11571 9.76441
C 18.13142 12.30941 10.58619
C 18.49764 11.84213 11.90082
N 18.80685 11.58295 12.94218
H 16.87048 9.47298 11.13588
H 15.65943 9.94115 10.01647
H 16.03270 11.03426 11.35346
H 17.08913 11.52967 8.83105
H 18.33222 10.45160 9.53851
H 17.46504 13.19119 10.64708
H 19.02774 12.71965 9.99014
C 18.29369 18.02535 8.84926
C 18.36712 17.20860 10.11570
C 16.95412 16.66842 10.52719
C 16.52757 15.52329 9.69401
N 16.16765 14.60771 9.14285
H 17.75473 18.95412 9.12313
H 17.85507 17.50157 7.98333
H 19.32761 18.30775 8.48831
H 18.65836 17.70383 11.03048
H 19.07890 16.38919 10.04474
H 16.17091 17.43730 10.38004
H 16.85269 16.40906 11.57944
C 10.01694 8.64654 12.21696
C 10.30028 8.92132 10.78526
C 11.39916 10.00319 10.62848
C 12.71532 9.49941 10.98979
N 13.62972 8.87061 11.29332
H 9.13662 7.96982 12.27827
H 9.69835 9.58229 12.70754
H 10.86586 8.22724 12.72642
H 9.34903 9.23431 10.33082
H 10.61029 8.02615 10.25664
H 11.23688 10.88519 11.26716
H 11.37579 10.50588 9.63369
```


Record 4
Molecular formula: C37H62BClF6IN6O10S2
Method: DFT, wB97M-V/def2-TZVPD

Calculated values
* energy: -4705.7092 Eh
* E_LUMO: -4.37 eV
* M: 1102.2 g/mol
* total charge: +1
* largest force on an atom: 12.1 eV/Å
* frontier orbital gap: 7.9 eV

```
126
C37H62BClF6IN6O10S2 wB97M-V/def2-TZVPD
C -1.06905 2.17411 3.89666
C -0.61127 0.77215 3.20582
F -0.48505 -0.10823 4.37699
C 0.86119 0.82257 2.58763
N 1.07044 0.74919 1.10277
C 2.59316 0.98116 0.97626
C 3.24579 2.34816 1.46008
C 4.21494 2.21011 2.77836
I 4.64986 3.11486 -0.08673
C 0.32417 1.82057 0.28074
C 0.08844 3.25193 0.89751
C 0.78659 4.50276 0.11598
O 0.70476 5.60133 0.73360
Cl 1.56513 4.50663 -1.49691
C -0.97758 1.37605 -0.51221
C -2.36622 1.12877 0.19530
O -2.81891 1.97594 1.25976
C -4.19361 1.80311 1.53687
F -4.62379 0.46526 1.60469
F -4.91853 2.56468 0.58144
F -4.43073 2.38809 2.81792
B -1.34912 2.49321 -1.70683
O -0.68234 2.50767 -2.98157
O -2.35853 3.50475 -1.39604
O -0.78854 0.20644 -1.34450
C 0.25219 -0.67653 -0.98510
C 1.36021 -0.63417 -2.19537
C 1.62909 -2.12421 -2.76853
C 3.10659 -2.36350 -3.34175
S 3.81733 -3.95523 -2.63838
O 2.81953 -5.11730 -2.76602
O 4.19006 -3.83289 -1.18568
O 5.18364 -4.45893 -3.49082
C 0.87770 -0.64389 0.49845
F 2.13166 -1.32911 0.20253
S 0.10195 -2.00049 1.47812
O 0.69781 -2.28870 2.84392
O 0.38923 -3.32174 0.76180
F -1.55092 -2.01109 1.65511
H -0.22392 2.60173 4.56330
H -1.46260 2.93588 3.15186
H -1.89937 1.86984 4.63718
H -1.42441 0.28452 2.58828
H 1.26467 1.78784 3.09057
H 1.56445 0.03682 3.07013
H 2.93665 0.93195 -0.12735
H 3.18197 0.23565 1.64039
H 2.59689 3.22899 1.72156
H 3.77064 2.85201 3.63988
H 5.25627 2.66947 2.58889
H 4.30027 1.15251 3.18228
H 1.09527 1.98965 -0.58034
H 0.47504 3.43481 1.97225
H -1.00635 3.62368 0.96263
H -3.17963 1.17560 -0.63354
H -2.41417 0.03715 0.55582
H -1.40027 2.39175 -3.65276
H -3.16382 3.36408 -1.94535
H -0.19223 -1.74313 -1.11997
H 0.84757 -0.06898 -3.06729
H 2.29601 -0.04228 -1.94785
H 0.79296 -2.42860 -3.49870
H 1.51366 -2.83351 -1.85768
H 3.84660 -1.51668 -3.15915
H 2.99481 -2.58482 -4.47082
H 5.18983 -5.45281 -3.52675
C 2.58557 -5.70262 -7.32740
C 1.28709 -5.35893 -8.04677
C 0.88671 -3.89046 -7.89728
C 0.57595 -3.53791 -6.50709
N 0.33645 -3.25888 -5.41675
H 2.49614 -5.55821 -6.24704
H 2.84702 -6.74874 -7.50149
H 3.40967 -5.08249 -7.69121
H 0.48737 -6.00732 -7.67393
H 1.40739 -5.58214 -9.11103
H 0.00469 -3.69903 -8.51636
H 1.68482 -3.24497 -8.27536
C -6.18461 -1.94507 0.70097
C -6.34554 -3.41144 1.08132
C -5.55758 -4.35779 0.17490
C -6.04638 -4.33871 -1.20926
N -6.42402 -4.32051 -2.29593
H -6.57622 -1.74543 -0.30001
H -6.73109 -1.31151 1.40355
H -5.13259 -1.64884 0.72503
H -7.40888 -3.67190 1.06499
H -6.00109 -3.54545 2.11135
H -5.64353 -5.37607 0.56659
H -4.49493 -4.09864 0.19764
C 5.97729 6.42379 4.84222
C 4.97180 6.68572 5.95657
C 4.63532 5.43509 6.77031
C 3.95081 4.41592 5.96668
N 3.41885 3.61297 5.33633
H 5.58273 5.72154 4.10267
H 6.21411 7.35464 4.32216
H 6.90796 6.01426 5.24411
H 4.05964 7.11102 5.52480
H 5.38642 7.44069 6.63093
H 3.98822 5.71979 7.60580
H 5.54703 5.01531 7.20501
C -6.81844 7.60097 -0.29894
C -6.97218 6.13651 0.09174
C -6.18289 5.18690 -0.81028
C -6.67535 5.19284 -2.19331
N -7.05615 5.20062 -3.27914
H -7.21335 7.79248 -1.29993
H -7.36558 8.23685 0.40072
H -5.76742 7.90222 -0.27958
H -8.03446 5.87115 0.08004
H -6.62415 6.01126 1.12179
H -6.26384 4.17192 -0.41065
H -5.12103 5.45103 -0.79210
C 2.39003 -5.92533 1.08127
C 2.49824 -6.91222 -0.07125
C 2.68707 -8.35753 0.39175
C 3.96107 -8.55534 1.09398
N 4.95699 -8.71088 1.64914
H 3.30812 -5.89899 1.67425
H 2.21366 -4.91822 0.69782
H 1.55929 -6.18647 1.74336
H 3.32452 -6.61222 -0.72259
H 1.58420 -6.85159 -0.66979
H 2.65920 -9.01545 -0.48255
H 1.85582 -8.65483 1.03783
```